Record 1
Here is a gas-phase ion, C3H7NOPS (charge -1) from the Open Molecules 2025 dataset. Energies are from the ωB97M-V functional and the def2-TZVPD basis.

Geometry as ORCA input:
```
! wB97M-V def2-TZVPD RIJCOSX def2/J DEFGRID3
* xyz -1 1
O -2.707 -2.166 -2.792
N -2.235 -1.370 -1.941
S -1.051 -1.779 -0.903
P 1.315 -1.162 -1.581
C 0.980 0.008 -0.057
C -0.329 0.769 -0.059
C -1.402 -0.262 0.004
H 1.633 -2.413 -0.836
H 1.980 0.653 0.180
H 0.805 -0.498 0.864
H -0.410 1.462 0.697
H -0.255 1.345 -0.904
H -1.586 -0.510 1.187
H -2.364 0.265 -0.338
*
```

Values from the calculation:
- Largest force on an atom: 3.8 eV/Å
- Frontier orbital gap (spin up / spin down): 0.2046 / 0.1976 hartree
- HOMO (spin up / spin down): -1.760 / -1.566 eV
- Energy relative to the best compared isomer or geometry (same formula, charge and spin): 6.427 eV
- Molecular weight: 136.136 g mol⁻¹
- Structure (SMILES): [O-]/N=S1#[PH]CCC\1

---

Record 2
Here is 2 unconnected molecules or ions with the total composition C4H11NO from the Open Molecules 2025 dataset. Energies are from the ωB97M-V functional and the def2-TZVPD basis.

Geometry as ORCA input:
```
! wB97M-V def2-TZVPD RIJCOSX def2/J DEFGRID3
* xyz 0 1
C -0.847 1.189 2.001
C -0.497 0.702 0.810
C -1.391 -0.131 -0.208
N -0.940 -1.512 -0.457
C 0.184 -1.635 -1.450
H -0.114 1.570 2.661
H -1.938 0.968 2.329
H 0.482 0.783 0.464
H -1.436 0.378 -1.152
H -2.499 -0.264 0.187
H -0.604 -2.076 0.393
H -0.256 -1.862 -2.433
H 0.924 -2.361 -1.115
H 0.713 -0.644 -1.583
O 2.864 1.927 -0.287
H 2.044 1.866 0.163
H 3.311 1.102 -0.323
*
```

Values from the calculation:
- Largest force on an atom: 3.3 eV/Å
- Frontier orbital gap: 0.3551 hartree
- HOMO: -8.832 eV
- Energy relative to the best compared isomer or geometry (same formula, charge and spin): 2.521 eV
- Molecular weight: 89.138 g mol⁻¹
- Structure (SMILES): C=CCNC.O

---

Record 3
Here is 2 unconnected molecules or ions with the total composition C27H33N2OS from the Open Molecules 2025 dataset. Energies are from the ωB97M-V functional and the def2-TZVPD basis.

Geometry as ORCA input:
```
! wB97M-V def2-TZVPD RIJCOSX def2/J DEFGRID3
* xyz 1 1
C -0.742 3.454 1.786
O -0.659 2.434 2.811
C -0.627 1.086 2.537
C -1.950 0.498 2.565
C -2.449 -0.087 1.393
C -3.730 -0.635 1.392
C -4.547 -0.500 2.521
C -4.105 0.243 3.623
C -2.812 0.742 3.658
C 0.664 0.568 2.484
N 1.078 -0.702 2.812
C 0.113 -1.733 3.158
C 2.449 -0.875 2.805
C 3.050 -2.233 2.934
C 3.110 0.312 2.665
C 4.575 0.576 2.737
S 2.049 1.640 2.395
H -0.734 4.394 2.340
H 0.125 3.395 1.117
H -1.678 3.351 1.225
H -1.787 -0.071 0.518
H -4.083 -1.160 0.502
H -5.535 -0.957 2.531
H -4.771 0.433 4.466
H -2.429 1.323 4.503
H 0.633 -2.569 3.635
H -0.648 -1.344 3.843
H -0.381 -2.103 2.256
H 4.139 -2.135 2.850
H 2.842 -2.717 3.902
H 2.729 -2.918 2.133
H 5.138 -0.359 2.775
H 4.895 1.150 1.857
H 4.831 1.174 3.626
C -3.026 -7.909 1.832
C -4.440 -7.419 2.185
C -4.437 -5.894 2.028
N -3.088 -5.532 1.603
C -2.733 -4.275 1.364
C -1.478 -3.891 0.859
C -1.240 -2.708 0.160
C -0.116 -2.556 -0.737
C -0.214 -1.777 -1.926
C 0.773 -1.848 -2.906
C 1.921 -2.636 -2.700
C 2.064 -3.351 -1.501
C 1.073 -3.299 -0.523
C -2.211 -6.683 1.391
H -2.556 -8.368 2.705
H -3.065 -8.650 1.031
H -5.181 -7.867 1.519
H -4.703 -7.682 3.211
H -5.185 -5.580 1.284
H -4.683 -5.384 2.971
H -3.496 -3.506 1.546
H -0.666 -4.624 0.945
H -2.077 -2.022 0.016
H -1.097 -1.151 -2.077
H 0.656 -1.297 -3.841
H 2.684 -2.705 -3.482
H 2.951 -3.968 -1.329
H 1.200 -3.853 0.410
H -1.278 -6.590 1.970
H -1.922 -6.786 0.332
*
```

Values from the calculation:
- Largest force on an atom: 2.4 eV/Å
- Frontier orbital gap: 0.1379 hartree
- HOMO: -8.338 eV
- Energy relative to the best compared isomer or geometry (same formula, charge and spin): 0.490 eV
- Molecular weight: 433.641 g mol⁻¹

---

Record 4
Here is a single C8H10N2 molecule from the Open Molecules 2025 dataset. Energies are from the ωB97M-V functional and the def2-TZVPD basis.

Geometry as ORCA input:
```
! wB97M-V def2-TZVPD RIJCOSX def2/J DEFGRID3
* xyz 0 1
H -3.111 -1.454 0.869
N -2.394 -1.397 0.160
C -1.644 -0.381 0.182
C -1.851 0.851 1.045
C -0.618 -0.294 -0.856
C 0.753 -0.131 -0.647
C 1.474 0.213 -1.980
C 1.550 -0.126 0.591
C 1.315 -0.748 1.796
C 2.309 -0.646 2.834
N 3.070 -0.547 3.680
H -2.439 0.561 2.020
H -2.622 1.308 0.478
H -1.001 1.611 1.171
H -1.020 -0.280 -1.847
H 2.230 1.002 -1.882
H 0.799 0.620 -2.662
H 1.773 -0.721 -2.421
H 2.599 0.133 0.324
H 0.456 -1.395 2.040
*
```

Values from the calculation:
- Largest force on an atom: 3.5 eV/Å
- Frontier orbital gap: 0.3075 hartree
- HOMO: -9.080 eV
- Energy relative to the best compared isomer or geometry (same formula, charge and spin): 2.176 eV
- Molecular weight: 134.182 g mol⁻¹
- Structure (SMILES): [H]/N=C(C)/C=C(C)\C=C\C#N

---

Record 5
Here is 2 unconnected molecules or ions with the total composition C8H13N from the Open Molecules 2025 dataset. Energies are from the ωB97M-V functional and the def2-TZVPD basis.

Geometry as ORCA input:
```
! wB97M-V def2-TZVPD RIJCOSX def2/J DEFGRID3
* xyz 0 3
C 2.133 1.128 -1.534
C 0.817 1.254 -1.759
C 0.757 -1.849 -2.197
C 1.140 0.375 -0.682
C -1.780 0.061 0.365
C -0.678 0.648 2.607
C 0.786 -0.008 0.635
C -0.546 0.663 1.040
N -0.010 -2.558 -1.570
H 3.164 1.458 -1.919
H 0.230 1.767 -2.419
H 1.309 -2.093 -3.117
H -1.578 -0.303 -0.711
H -2.577 0.866 0.438
H -1.993 -0.773 0.920
H -1.746 0.962 2.831
H 0.095 1.215 3.071
H -0.738 -0.347 3.052
H 0.602 -1.067 0.604
H 1.547 0.462 1.408
H -0.501 1.674 0.799
H -0.433 -3.536 -1.861
*
```

Values from the calculation:
- Largest force on an atom: 3.6 eV/Å
- ⟨S²⟩: 2.013
- Frontier orbital gap (spin up / spin down): 0.2304 / 0.3638 hartree
- HOMO (spin up / spin down): -5.097 / -9.869 eV
- Energy relative to the best compared isomer or geometry (same formula, charge and spin): 2.646 eV
- Molecular weight: 123.199 g mol⁻¹

---

Record 6
Here is 2 unconnected molecules or ions with the total composition C7H13FN2O4PS from the Open Molecules 2025 dataset. Energies are from the ωB97M-V functional and the def2-TZVPD basis.

Geometry as ORCA input:
```
! wB97M-V def2-TZVPD RIJCOSX def2/J DEFGRID3
* xyz -1 1
P -1.396 1.147 3.498
C -1.252 -0.312 2.239
C -1.968 -0.157 0.910
S -1.594 1.341 -0.077
C 0.118 1.497 0.126
N 1.065 0.613 0.103
N 2.258 1.305 0.312
C 1.927 2.542 0.409
O 0.608 2.759 0.291
H -0.319 1.875 2.766
H -0.352 0.473 4.315
H -2.456 0.414 4.252
H -2.434 1.793 2.662
H -1.486 2.256 4.469
H -0.203 -0.587 2.084
H -1.736 -1.160 2.746
H -1.788 -1.012 0.249
H -3.048 -0.085 1.070
H 2.589 3.381 0.564
C 1.811 -1.135 -3.001
C 0.325 -1.396 -3.028
O 0.218 -2.491 -3.927
C 1.403 -3.159 -3.922
O 1.577 -4.226 -4.407
O 2.346 -2.437 -3.279
F -0.375 -0.349 -3.522
H 2.100 -0.449 -3.798
H 2.162 -0.763 -2.041
H -0.097 -1.680 -2.063
*
```

Values from the calculation:
- Largest force on an atom: 0.5 eV/Å
- Frontier orbital gap: 0.2272 hartree
- HOMO: -3.414 eV
- Energy relative to the best compared isomer or geometry (same formula, charge and spin): 0.000 eV
- Molecular weight: 271.230 g mol⁻¹